(1)
Computed, not measured: C34H42NO4Tb as an isolated structure, with ωB97M-V/def2-TZVPD.

Properties
Net charge ... 0
Gap between HOMO and LUMO (alpha / beta) ... 6.30 / 7.47 eV
Total energy ... -68050.3748 eV
⟨S²⟩ ... 12.051
2S+1 ... 7

```
82
Properties=species:S:1:pos:R:3:lowdin_spin:R:1
O -0.41 -0.11 -5.09 0.00
C -0.38 1.10 -6.01 0.00
C -0.40 0.36 -7.30 0.00
H 0.57 1.65 -5.97 0.00
H -1.22 1.78 -5.80 0.00
C -0.37 -0.87 -6.38 0.00
H 0.53 0.50 -7.86 0.00
H -1.27 0.66 -7.89 0.00
C 0.97 -1.57 -6.59 0.00
H 1.80 -0.94 -6.28 0.00
H 1.14 -1.79 -7.65 0.00
H 1.09 -2.52 -6.08 0.00
C -1.58 -1.77 -6.60 0.00
H -2.49 -1.23 -6.34 0.00
H -1.51 -2.72 -6.06 0.00
H -1.65 -2.02 -7.67 0.00
Tb -0.94 -0.54 -0.73 6.05
C -3.26 -1.28 0.82 0.00
C -3.09 0.12 0.99 0.00
C -3.21 0.75 -0.29 -0.01
H -3.05 0.63 1.95 0.00
C -3.43 -0.28 -1.27 -0.02
C -3.46 -1.53 -0.57 0.00
H -3.77 -2.48 -0.99 0.00
H -3.36 -2.00 1.62 0.00
H -3.23 1.83 -0.47 0.00
H -3.69 -0.13 -2.31 0.00
C 0.01 -2.64 0.81 -0.01
C -0.69 -3.19 -0.29 -0.01
C -0.03 -2.79 -1.49 -0.01
H -1.51 -3.90 -0.20 0.00
C 1.11 -2.01 -1.11 0.00
C 1.11 -1.90 0.31 0.00
H 1.86 -1.40 0.92 0.00
H -0.19 -2.86 1.86 0.00
H -0.28 -3.13 -2.49 0.00
H 1.85 -1.56 -1.78 0.00
O 1.33 2.48 -4.07 0.00
C 0.48 1.71 -3.19 0.00
C -0.90 2.39 -3.07 0.00
H 0.95 1.65 -2.17 0.00
H 0.42 0.71 -3.65 0.00
C -0.68 3.78 -3.75 0.00
H -1.11 2.49 -1.99 0.00
H -1.75 1.77 -3.46 0.00
C 0.82 3.83 -4.04 0.00
H -0.84 4.58 -3.06 0.00
H -1.43 3.96 -4.56 0.00
H 1.26 4.29 -3.14 0.00
H 1.17 4.38 -4.95 0.00
C 4.48 0.60 6.03 0.00
C 3.62 -0.46 5.40 0.00
C 4.23 -1.54 4.76 0.00
C 3.49 -2.57 4.19 0.00
C 2.10 -2.48 4.21 0.00
C 1.48 -1.35 4.76 0.00
N 0.11 -1.26 4.54 0.00
C -0.72 -0.11 4.56 0.00
C -1.69 0.05 5.57 0.00
C -2.29 1.30 5.76 0.00
C -1.97 2.36 4.91 0.00
C -1.12 2.15 3.81 0.00
C -0.58 0.90 3.57 0.00
C 0.21 0.60 2.31 0.00
O 1.43 0.60 2.38 0.00
O -0.44 0.33 1.20 0.00
C 2.22 -0.38 5.47 0.00
C 1.55 0.71 6.25 0.00
H 4.19 1.61 5.72 0.00
H 4.44 0.57 7.13 0.00
H 5.53 0.46 5.75 0.00
H 5.33 -1.57 4.74 0.00
H 3.96 -3.43 3.72 0.00
H 1.46 -3.26 3.77 0.00
H -0.37 -2.15 4.44 0.00
H -1.93 -0.79 6.21 0.00
H -2.97 1.47 6.59 0.00
H -2.35 3.36 5.10 0.00
H -0.88 2.96 3.13 0.00
H 1.21 1.52 5.59 0.00
H 0.68 0.38 6.84 0.00
H 2.26 1.15 6.96 0.00
```


(2)
Computed, not measured: a 5-piece molecular cluster, C33H38BN4O10 overall, with ωB97M-V/def2-TZVPD.

Properties
Net charge ... -1
Gap between HOMO and LUMO ... 3.92 eV
Total energy ... -61933.9949 eV

```
86
Properties=species:S:1:pos:R:3:lowdin_charge:R:1
C -1.13 -1.28 4.85 -0.09
C 0.01 -0.51 4.38 -0.17
C 0.02 -0.15 2.82 -0.22
B 1.25 0.84 2.36 -0.55
C 2.42 0.08 1.44 -0.22
C 3.56 -0.57 2.35 -0.24
C 3.17 -1.99 2.98 -0.15
C 4.36 -2.38 4.00 -0.19
O 4.04 -2.14 5.39 -0.05
C 4.31 -0.82 5.79 -0.45
C 3.36 -0.24 6.94 0.00
O 5.22 -0.10 5.37 0.05
H -2.11 -0.72 4.95 0.03
H -1.00 -2.39 5.03 0.03
H 0.83 -0.25 5.11 0.06
H 0.05 -1.13 2.25 0.08
H -0.99 0.33 2.60 0.09
H 1.81 1.23 3.35 0.03
H 0.78 1.77 1.75 0.04
H 2.93 0.93 0.85 0.08
H 1.98 -0.62 0.66 0.06
H 3.81 0.14 3.21 0.09
H 4.55 -0.72 1.78 0.09
H 3.15 -2.79 2.16 0.11
H 2.15 -2.02 3.48 0.11
H 4.48 -3.52 3.90 0.12
H 5.32 -1.91 3.64 0.12
H 2.90 -1.08 7.57 0.09
H 4.03 0.41 7.59 0.08
H 2.55 0.40 6.46 0.07
C 5.46 -0.76 -4.16 -0.08
C 4.26 -1.09 -4.79 -0.08
C 3.17 -1.50 -4.03 -0.01
C 3.29 -1.58 -2.65 -0.13
C 4.48 -1.26 -2.01 0.01
C 5.57 -0.85 -2.77 -0.07
N 2.13 -1.98 -1.85 -0.32
O 1.10 -2.28 -2.44 0.05
O 2.27 -2.00 -0.64 0.07
H 6.31 -0.44 -4.75 0.10
H 4.18 -1.02 -5.87 0.10
H 2.24 -1.76 -4.54 0.12
H 4.58 -1.32 -0.93 0.12
H 6.51 -0.59 -2.29 0.11
C -3.76 -3.13 -3.44 -0.09
C -2.43 -3.05 -3.03 -0.06
C -2.11 -2.41 -1.84 0.01
C -3.12 -1.86 -1.06 -0.14
C -4.45 -1.94 -1.47 -0.01
C -4.77 -2.57 -2.66 -0.08
N -2.79 -1.21 0.21 -0.33
O -1.61 -1.15 0.52 0.09
O -3.71 -0.77 0.88 0.07
H -4.00 -3.63 -4.37 0.08
H -1.64 -3.48 -3.64 0.11
H -1.07 -2.35 -1.53 0.09
H -5.25 -1.51 -0.87 0.11
H -5.80 -2.64 -2.99 0.10
C -7.38 0.85 -7.64 -0.08
C -6.05 1.18 -7.41 -0.07
C -5.14 0.20 -7.03 0.00
C -5.57 -1.11 -6.89 -0.14
C -6.90 -1.45 -7.11 0.00
C -7.81 -0.47 -7.48 -0.07
N -4.61 -2.15 -6.52 -0.34
O -3.46 -1.81 -6.32 0.09
O -5.02 -3.30 -6.43 0.06
H -8.09 1.61 -7.94 0.11
H -5.72 2.21 -7.53 0.11
H -4.11 0.48 -6.86 0.12
H -7.25 -2.48 -6.99 0.12
H -8.85 -0.72 -7.66 0.11
C 1.12 3.82 4.34 -0.06
C 0.12 4.49 5.04 -0.06
C -0.22 5.79 4.68 -0.02
C 0.44 6.41 3.62 -0.16
C 1.45 5.74 2.93 0.00
C 1.79 4.44 3.29 -0.05
N 0.06 7.76 3.23 -0.36
O -0.81 8.32 3.87 0.05
O 0.64 8.26 2.28 0.06
H 1.38 2.80 4.62 0.08
H -0.39 4.00 5.86 0.11
H -1.00 6.30 5.23 0.11
H 1.97 6.22 2.11 0.11
H 2.57 3.91 2.76 0.11
```


(3)
Computed, not measured: a 14-piece molecular cluster, C23H65Br2N4O15P overall, with ωB97M-V/def2-TZVPD.

Properties
Net charge ... 0
Gap between HOMO and LUMO ... 8.83 eV
Total energy ... -210944.5928 eV

```
110
Properties=species:S:1:pos:R:3:lowdin_charge:R:1
C 3.50 5.21 4.03 -0.02
C 2.82 4.12 3.24 -0.40
N 3.08 3.93 2.03 0.18
C 1.84 3.24 3.98 -0.13
C 0.39 3.20 3.42 -0.38
C 0.53 2.68 2.07 -0.34
N 0.61 2.32 0.99 0.21
P -0.60 1.84 4.44 0.93
N 0.42 1.16 5.62 -0.13
O -0.73 0.56 3.43 -0.29
C -0.38 4.59 3.47 -0.49
O 0.33 5.52 4.27 -0.06
C -0.34 5.23 2.14 -0.18
N -0.60 5.56 1.08 0.22
C -1.84 4.51 3.96 -0.67
Br -2.27 5.31 5.64 0.86
C -2.86 3.95 3.35 -0.78
C -4.25 3.91 3.87 -0.18
Br -2.61 3.03 1.71 0.89
H 4.15 5.80 3.40 0.08
H 4.15 4.70 4.74 0.09
H 2.82 5.79 4.62 0.05
H 3.77 4.61 1.73 0.05
H 2.23 2.23 3.98 0.08
H 1.80 3.55 5.03 0.11
H 1.16 0.57 5.22 0.02
H 0.83 1.86 6.22 0.04
H -1.66 0.40 3.24 0.06
H 0.48 5.17 5.15 0.07
H -4.92 3.56 3.09 0.06
H -4.31 3.19 4.68 0.09
H -4.59 4.89 4.19 0.06
C 1.94 -1.54 0.98 -0.13
O 0.71 -0.87 1.25 -0.15
H 1.76 -2.61 1.03 0.08
H 2.29 -1.28 -0.02 0.08
H 2.70 -1.28 1.72 0.06
H 0.86 0.09 1.22 0.02
C 6.59 2.86 2.16 -0.16
O 6.44 4.28 2.24 -0.13
H 6.43 2.45 3.15 0.07
H 5.86 2.43 1.47 0.07
H 7.60 2.61 1.82 0.08
H 6.58 4.64 1.36 0.08
C 4.76 -0.03 3.68 -0.13
O 3.45 0.49 3.87 -0.15
H 5.31 0.12 4.61 0.08
H 4.73 -1.10 3.46 0.08
H 5.28 0.50 2.88 0.06
H 2.97 0.34 3.05 0.05
C -0.14 -2.70 -1.98 -0.14
O 0.45 -1.43 -2.23 -0.13
H 0.14 -3.38 -2.79 0.06
H 0.22 -3.11 -1.03 0.07
H -1.23 -2.61 -1.95 0.06
H 0.19 -0.85 -1.50 0.06
C -2.81 -6.09 -1.87 -0.14
O -2.12 -4.92 -2.30 -0.14
H -2.14 -6.65 -1.23 0.08
H -3.71 -5.82 -1.30 0.07
H -3.10 -6.71 -2.72 0.07
H -2.72 -4.42 -2.86 0.05
C 0.66 -2.56 4.59 -0.13
O 1.39 -1.43 4.14 -0.17
H 1.33 -3.16 5.21 0.08
H -0.20 -2.26 5.19 0.08
H 0.32 -3.17 3.74 0.08
H 0.78 -0.91 3.59 0.02
C 1.49 -5.07 -5.18 -0.16
O 0.23 -5.64 -5.55 -0.13
H 2.25 -5.51 -5.81 0.07
H 1.48 -3.99 -5.32 0.08
H 1.71 -5.30 -4.13 0.08
H -0.44 -5.25 -4.98 0.06
C -5.08 -2.39 -2.63 -0.13
O -4.91 -3.53 -3.49 -0.14
H -4.38 -1.63 -2.94 0.09
H -6.09 -2.00 -2.72 0.06
H -4.88 -2.67 -1.59 0.08
H -5.54 -4.20 -3.21 0.08
C 1.12 -6.28 -8.70 -0.16
O 1.70 -5.00 -8.95 -0.13
H 1.41 -6.95 -9.51 0.08
H 1.48 -6.68 -7.75 0.06
H 0.03 -6.21 -8.67 0.08
H 1.43 -4.42 -8.24 0.06
C 1.63 8.31 6.25 -0.15
O 1.69 7.06 6.94 -0.14
H 1.29 8.11 5.24 0.07
H 0.93 8.99 6.73 0.08
H 2.62 8.78 6.20 0.08
H 2.00 7.24 7.84 0.07
C 0.79 0.91 -4.87 -0.16
O 1.39 2.19 -5.13 -0.13
H 1.07 0.24 -5.68 0.08
H 1.15 0.50 -3.92 0.06
H -0.30 1.00 -4.84 0.07
H 1.14 2.78 -4.41 0.07
C -4.55 -6.32 -6.23 -0.16
O -3.96 -5.04 -6.46 -0.12
H -4.25 -6.97 -7.04 0.08
H -4.20 -6.75 -5.28 0.07
H -5.64 -6.25 -6.21 0.08
H -4.23 -4.47 -5.73 0.04
C -6.33 -0.31 -5.97 -0.14
O -6.49 -1.14 -4.82 -0.15
H -6.41 0.72 -5.65 0.08
H -5.34 -0.47 -6.42 0.08
H -7.10 -0.52 -6.72 0.08
H -6.42 -2.05 -5.11 0.06
```


(4)
Computed, not measured: C3H6N4O as an isolated structure, with ωB97M-V/def2-TZVPD.

Properties
Net charge ... 0
Gap between HOMO and LUMO ... 7.93 eV
Total energy ... -11210.7892 eV
Energy relative to the best compared isomer or geometry (same formula, charge and spin) ... 577.7 kJ/mol

```
14
Properties=species:S:1:pos:R:3:lowdin_charge:R:1
C 0.72 0.58 0.33 -0.36
C -0.75 -1.05 0.80 -0.36
C 0.10 0.34 -0.89 -0.44
H 0.88 2.57 -0.46 0.15
H 2.66 1.67 0.25 0.19
H 0.12 0.25 2.27 0.24
H -2.12 -2.26 0.62 0.05
H -0.58 1.26 -2.62 0.04
H 0.15 -0.34 -2.76 0.23
N 1.39 1.94 0.45 -0.04
N 0.37 -0.36 1.31 0.10
N -1.42 -2.05 1.36 0.11
N 0.26 0.86 -2.23 0.07
O -0.72 -0.65 -0.63 0.02
```


(5)
Computed, not measured: C12H15N2ORhS4Si as an isolated structure, with ωB97M-V/def2-TZVPD.

Properties
Net charge ... 0
Gap between HOMO and LUMO (alpha / beta) ... 5.91 / 5.70 eV
Total energy ... -71943.7479 eV

```
36
Properties=species:S:1:pos:R:3:lowdin_charge:R:1
Rh 0.88 0.52 -0.17 0.50
C -1.30 3.60 0.63 -0.03
C -1.89 2.27 0.25 -0.31
C -3.27 2.11 0.16 -0.05
C -3.79 0.86 -0.17 -0.06
C -2.95 -0.21 -0.40 -0.02
C -1.57 0.00 -0.27 -0.45
N -1.07 1.24 0.02 0.01
N -0.56 -0.90 -0.38 -0.18
Si -0.39 -2.45 0.40 0.36
C 1.42 -2.56 0.88 -0.21
C -0.78 -3.92 -0.66 -0.18
C -1.42 -2.45 1.96 -0.17
H -1.64 3.89 1.63 0.09
H -1.62 4.37 -0.07 0.09
H -0.22 3.56 0.63 0.00
H -3.92 2.95 0.35 0.11
H -4.86 0.73 -0.26 0.11
H -3.32 -1.19 -0.66 0.11
H 2.06 -2.76 0.02 0.01
H 1.58 -3.36 1.61 0.03
H 1.77 -1.64 1.35 0.00
H -0.15 -3.93 -1.56 0.03
H -1.82 -3.93 -0.98 0.02
H -0.59 -4.85 -0.11 0.03
H -1.21 -1.56 2.55 0.03
H -1.20 -3.33 2.58 0.03
H -2.49 -2.46 1.75 0.02
O 6.88 2.96 -2.26 -0.03
C 5.82 2.54 -1.90 -0.99
S 4.69 3.47 -0.89 0.99
C 3.46 2.24 -0.79 -1.13
C 3.71 1.04 -1.44 -1.14
S 2.55 -0.17 -1.47 0.69
S 5.23 0.89 -2.28 0.99
S 1.99 2.44 -0.03 0.68
```


(6)
Computed, not measured: one molecule with the formula C9H12S, with ωB97M-V/def2-TZVPD.

Properties
SMILES string ... C=[SH](=C)c1ccc(C)cc1
Net charge ... 0
Gap between HOMO and LUMO ... 8.26 eV
Total energy ... -20355.8435 eV
Energy relative to the best compared isomer or geometry (same formula, charge and spin) ... 463.3 kJ/mol

```
22
Properties=species:S:1:pos:R:3:lowdin_charge:R:1
C -1.51 1.09 0.24 -0.07
C -1.56 -1.24 -0.37 -0.04
C -0.14 1.03 0.35 -0.07
C -0.20 -1.24 -0.32 -0.11
C -2.18 0.00 -0.19 -0.28
C 0.59 -0.14 0.04 -0.30
C 3.35 0.00 1.35 -0.35
C 3.56 0.28 -1.40 -0.31
C -3.72 0.09 -0.25 -0.05
S 2.51 -0.12 -0.09 0.80
H -2.11 1.98 0.43 0.13
H -2.18 -2.13 -0.44 0.12
H 0.47 1.88 0.63 0.11
H 0.49 -2.17 -0.45 0.13
H 4.27 0.48 1.19 -0.03
H 2.74 0.38 2.31 0.06
H 3.65 1.28 -1.59 -0.06
H 3.05 -0.17 -2.31 0.01
H -4.32 -0.73 -0.49 0.04
H -4.10 0.55 0.73 0.10
H -4.15 0.81 -0.99 0.09
H 2.56 -1.58 -0.46 0.07
```


(7)
Computed, not measured: a 7-piece molecular cluster, H14O7 overall, with ωB97M-V/def2-TZVPD.

Properties
SMILES string ... O.O.O.O.O.O.O
Net charge ... 0
Gap between HOMO and LUMO ... 10.23 eV
Total energy ... -14559.8070 eV
Energy relative to the best compared isomer or geometry (same formula, charge and spin) ... 159.6 kJ/mol

```
21
Properties=species:S:1:pos:R:3:lowdin_charge:R:1
O -0.85 -3.72 2.20 -0.07
H -0.76 -3.78 3.15 0.03
H -0.88 -2.76 2.01 0.00
O -0.64 2.30 -2.26 -0.06
H -0.87 3.02 -2.85 0.05
H -0.43 2.73 -1.42 0.02
O 1.58 2.75 -0.37 -0.05
H 2.11 2.15 -0.91 0.06
H 2.21 3.34 0.06 0.05
O -0.13 0.20 0.24 -0.04
H -0.04 1.01 0.74 0.05
H -0.98 -0.17 0.51 0.04
O 2.25 -1.21 -0.11 -0.09
H 1.86 -2.04 -0.41 0.03
H 1.49 -0.60 -0.01 -0.02
O 0.02 -0.50 -2.94 -0.07
H 0.38 -0.08 -3.72 0.03
H -0.25 0.24 -2.37 -0.02
O -1.77 -1.05 2.52 -0.05
H -1.76 -1.38 3.43 0.06
H -2.53 -0.46 2.49 0.06
```


(8)
Computed, not measured: C28H31CoN6O4 as an isolated structure, with ωB97M-V/def2-TZVPD.

Properties
Net charge ... -1
Gap between HOMO and LUMO (alpha / beta) ... 6.06 / 6.13 eV
Total energy ... -84298.4608 eV
⟨S²⟩ ... 0.756
Energy relative to the best compared isomer or geometry (same formula, charge and spin) ... 202.4 kJ/mol
2S+1 ... 2

```
70
Properties=species:S:1:pos:R:3:lowdin_spin:R:1
Co -0.05 -0.26 0.26 0.93
C -1.19 -2.32 -2.86 0.00
C -1.61 -0.88 -2.55 0.00
C -0.47 0.14 -2.70 0.00
N 0.20 0.52 -1.48 -0.01
C 1.07 1.50 -1.53 0.00
C 1.53 2.06 -2.76 0.00
C 2.27 3.20 -3.01 0.00
C 2.72 4.18 -2.15 0.00
C 2.59 4.17 -0.76 0.00
C 2.13 3.20 0.09 0.00
C 1.56 1.91 -0.17 0.00
N 1.28 1.02 0.73 0.00
C 1.53 1.24 2.15 0.00
C 0.19 1.36 2.87 0.00
C -0.42 -0.03 3.16 0.00
N -0.08 -0.95 2.10 0.00
C 0.36 -2.16 2.32 0.00
C 0.63 -2.70 3.61 0.00
C 0.87 -3.99 4.03 0.00
C 0.83 -5.19 3.33 0.00
C 0.61 -5.32 1.96 0.00
C 0.53 -4.36 0.98 0.00
C 0.63 -2.93 1.05 0.01
N 0.84 -2.17 0.03 0.04
C 0.87 -2.74 -1.30 0.00
C -0.54 -3.18 -1.77 0.00
H -0.53 -2.28 -3.74 0.00
H -2.10 -2.83 -3.19 0.00
H -3.25 -1.46 -1.34 0.00
H -2.69 0.36 -3.63 0.00
H -0.89 1.05 -3.15 0.00
H 0.24 -0.26 -3.44 0.00
H 1.26 1.50 -3.65 0.00
H 2.49 3.36 -4.06 0.00
H 3.19 5.05 -2.60 0.00
H 2.95 5.06 -0.26 0.00
H 2.21 3.47 1.13 0.00
H 2.17 2.10 2.34 0.00
H 2.06 0.36 2.52 0.00
H -0.48 1.93 2.22 0.00
H 0.29 1.91 3.81 0.00
H -1.51 0.05 3.21 0.00
H -0.07 -0.36 4.14 0.00
H 0.65 -1.98 4.42 0.00
H 1.08 -4.09 5.09 0.00
H 0.96 -6.10 3.91 0.00
H 0.53 -6.34 1.60 0.00
H 0.41 -4.76 -0.02 0.00
H 1.57 -3.58 -1.36 0.00
H 1.26 -1.97 -1.97 0.00
H -1.19 -3.19 -0.90 0.00
H -0.49 -4.20 -2.16 0.00
C -3.09 3.80 0.65 0.00
C -3.27 2.59 -0.21 0.00
N -2.45 1.56 -0.25 0.01
C -3.02 0.64 -1.09 0.00
C -4.21 1.15 -1.57 0.00
N -4.35 2.39 -0.98 0.00
C -5.31 0.69 -2.43 0.00
O -5.14 -0.42 -3.14 0.00
O -6.34 1.32 -2.50 0.00
C -2.40 -0.76 -1.22 0.00
O -2.55 -0.59 -3.63 0.00
O -1.70 -1.10 -0.11 0.00
H -2.03 4.03 0.75 0.00
H -3.49 3.61 1.64 0.00
H -3.60 4.66 0.22 0.00
H -5.14 2.98 -1.13 0.00
H -4.19 -0.64 -3.21 0.00
```


Strongest force on any atom? In order: 0.0684 0.0588 0.0397 0.1239 0.0316 0.1000 0.0129 0.0111 Eh/bohr.